Below is a molecular structure, C21H60AsF6O9 at a distorted geometry, with properties calculated with ωB97M-V/def2-TZVPD.

Structure (ORCA input):
```
! wB97M-V def2-TZVPD RIJCOSX def2/J DEFGRID3
* xyz -1 1
As 0.005 -0.153 -0.688
F 0.453 0.787 0.689
F 1.628 -0.121 -1.235
F -0.445 -1.181 -2.000
F -1.659 -0.033 -0.244
F -0.300 1.238 -1.717
F 0.287 -1.599 0.252
O 0.980 2.933 2.287
H 0.389 3.652 1.989
H 0.625 2.128 1.854
O -3.019 -1.302 1.748
H -2.432 -1.382 2.536
H -2.394 -1.229 1.002
C -2.647 3.060 0.470
C -2.439 4.519 0.808
C -2.919 4.789 2.229
O -1.094 4.958 0.713
H -3.666 2.790 0.772
H -2.053 2.395 1.105
H -2.461 2.834 -0.577
H -3.120 5.120 0.184
H -2.525 4.083 2.958
H -4.013 4.718 2.225
H -2.728 5.827 2.509
H -0.758 4.738 -0.184
C 1.267 -5.152 3.392
C 1.014 -4.494 2.050
C -0.421 -4.626 1.596
O 1.447 -3.131 2.141
H 2.334 -5.196 3.598
H 0.782 -6.127 3.430
H 0.814 -4.546 4.187
H 1.645 -5.058 1.346
H -1.079 -4.241 2.387
H -0.665 -5.669 1.396
H -0.712 -4.054 0.713
H 0.959 -2.620 1.441
C 2.721 -1.997 -4.143
C 1.615 -1.413 -5.035
C 1.940 -1.659 -6.495
O 0.407 -2.120 -4.796
H 2.827 -3.057 -4.371
H 2.448 -1.883 -3.090
H 3.667 -1.479 -4.315
H 1.517 -0.339 -4.843
H 2.005 -2.709 -6.777
H 2.842 -1.148 -6.848
H 1.153 -1.224 -7.128
H 0.083 -1.819 -3.935
C -4.625 -1.277 -1.910
C -4.745 0.210 -2.170
C -3.788 0.706 -3.242
O -6.108 0.479 -2.608
H -4.724 -1.817 -2.849
H -5.370 -1.600 -1.183
H -3.665 -1.470 -1.421
H -4.572 0.836 -1.288
H -2.783 0.472 -2.891
H -3.875 1.789 -3.323
H -4.007 0.228 -4.196
H -6.541 1.072 -1.995
C 4.092 -2.396 -0.456
C 4.710 -2.636 0.911
C 4.737 -1.437 1.854
O 4.145 -3.781 1.535
H 4.275 -3.246 -1.115
H 4.438 -1.505 -0.981
H 3.009 -2.299 -0.324
H 5.769 -2.900 0.772
H 3.838 -1.472 2.490
H 4.696 -0.445 1.403
H 5.565 -1.490 2.561
H 3.270 -3.486 1.887
C 0.147 0.298 4.418
C -0.608 -1.021 4.616
C -1.930 -0.822 5.286
O -0.789 -1.614 3.322
H -0.439 0.973 3.790
H 1.088 0.160 3.888
H 0.316 0.782 5.385
H 0.058 -1.642 5.232
H -2.380 -1.790 5.508
H -2.638 -0.290 4.638
H -1.856 -0.173 6.158
H 0.000 -2.097 3.037
C 1.069 5.946 -2.509
C 1.290 4.476 -2.186
C 2.291 4.220 -1.054
O -0.001 3.954 -1.753
H 1.942 6.306 -3.058
H 0.945 6.513 -1.584
H 0.181 6.046 -3.130
H 1.592 3.923 -3.089
H 2.433 3.147 -0.946
H 1.887 4.662 -0.145
H 3.249 4.716 -1.246
H 0.106 2.983 -1.623
*
```

Its highest occupied orbital energy is -7.7665 eV. The relative energy (zero: lowest compared OMol25 entry of this formula, charge and spin) is 0.0 kJ/mol. As for the molar mass: 645.61 g/mol. The largest force on an atom comes out at 0.0366 Eh/bohr. The value obtained for the LUMO energy is 2.70 eV.

Here are the Mulliken charges for atoms 1 to 8, given in e: As 1.95; F -0.39; F -0.41; F -0.53; F -0.38; F -0.74; F -0.74; O -0.70

Below is 10 unconnected molecules or ions with the total composition C21H60ClO13 at a distorted geometry, with properties calculated with ωB97M-V/def2-TZVPD.

Structure (ORCA input):
```
! wB97M-V def2-TZVPD RIJCOSX def2/J DEFGRID3
* xyz 0 2
Cl -0.015 -0.016 0.635
O -0.045 -0.529 1.965
O 0.342 -1.091 -0.270
O -1.285 0.493 0.180
O 0.990 0.990 0.505
C 0.394 4.770 1.322
C 0.462 6.076 0.483
C -0.886 6.413 -0.123
O 0.767 7.222 1.233
H 1.319 4.531 1.846
H 0.249 3.867 0.729
H -0.294 4.865 2.162
H 1.212 5.955 -0.298
H -1.649 6.601 0.632
H -1.225 5.620 -0.790
H -0.776 7.365 -0.644
H 0.122 7.330 1.936
C -2.270 -2.153 -4.642
C -1.960 -1.646 -3.208
C -2.656 -2.454 -2.171
O -0.580 -1.746 -3.047
H -3.301 -2.108 -4.992
H -1.996 -3.208 -4.648
H -1.694 -1.623 -5.401
H -2.284 -0.610 -3.109
H -2.495 -3.528 -2.263
H -3.736 -2.350 -2.275
H -2.357 -2.091 -1.187
H -0.433 -1.616 -2.108
C 2.099 -3.634 -2.096
C 2.808 -2.320 -2.548
C 4.368 -2.459 -2.368
O 2.516 -2.069 -3.926
H 1.019 -3.512 -2.017
H 2.429 -3.845 -1.079
H 2.280 -4.512 -2.715
H 2.488 -1.480 -1.933
H 4.580 -2.441 -1.299
H 4.920 -1.596 -2.739
H 4.827 -3.359 -2.778
H 2.664 -2.824 -4.500
C 0.879 3.922 -2.402
C 0.187 2.624 -2.654
C -0.511 2.544 -4.043
O 1.074 1.549 -2.533
H 0.205 4.778 -2.434
H 1.618 4.041 -3.195
H 1.418 3.901 -1.454
H -0.555 2.522 -1.862
H 0.184 2.644 -4.876
H -1.208 3.376 -4.143
H -1.090 1.636 -4.213
H 1.401 1.516 -1.631
C -3.543 -0.622 3.251
C -3.576 -1.826 2.266
C -4.924 -2.541 2.382
O -3.534 -1.245 0.977
H -4.409 0.027 3.128
H -2.728 0.056 2.997
H -3.576 -0.867 4.312
H -2.748 -2.518 2.420
H -5.750 -1.832 2.438
H -4.905 -3.140 3.292
H -5.012 -3.248 1.557
H -2.703 -0.772 0.883
C 3.058 -1.958 1.868
C 4.321 -2.735 2.296
C 4.542 -4.036 1.538
O 5.466 -1.956 2.020
H 2.933 -0.994 2.361
H 2.135 -2.485 2.109
H 3.020 -1.833 0.786
H 4.393 -2.980 3.356
H 5.409 -4.581 1.911
H 4.844 -3.847 0.508
H 3.737 -4.766 1.629
H 5.164 -1.180 2.497
C -0.401 -4.489 0.640
O -0.566 -3.665 1.798
H -0.924 -4.150 -0.254
H 0.681 -4.531 0.508
H -0.749 -5.439 1.046
H -0.416 -2.748 1.556
C 0.314 1.871 4.429
O 0.593 1.710 5.794
H -0.447 1.200 4.029
H 0.005 2.892 4.203
H 1.244 1.657 3.903
H -0.038 1.078 6.146
C -2.746 3.562 1.304
O -2.309 3.269 -0.029
H -3.798 3.315 1.446
H -2.176 2.951 2.003
H -2.575 4.609 1.556
H -1.831 2.452 0.130
*
```

Its highest occupied orbital energy (alpha / beta) is -9.8996 / -9.8946 eV. Its expectation value of S² is 0.7556. As for the molar mass: 556.15 g/mol. The largest force on an atom comes out at 0.0538 Eh/bohr. The value obtained for the LUMO energy (alpha / beta) is 0.42 / -6.90 eV.

Here are the Mulliken charges for atoms 1 to 8, given in e: Cl 1.47; O -0.65; O 0.15; O -0.51; O -0.74; C -0.95; C 0.49; C -1.25

Below is 7 unconnected molecules or ions with the total composition C21H61BClO10P2 at a distorted geometry, with properties calculated with ωB97M-V/def2-TZVPD.

Structure (ORCA input):
```
! wB97M-V def2-TZVPD RIJCOSX def2/J DEFGRID3
* xyz -1 1
C 3.370 -4.693 4.468
C 4.072 -3.473 3.563
O 2.985 -2.762 2.875
P 3.544 -1.321 2.060
B 4.064 0.393 1.341
O 3.236 1.598 1.699
O 5.242 0.654 0.493
C 5.099 0.093 -0.860
P 2.117 -1.726 0.465
O 2.951 -2.673 -0.786
Cl 1.483 0.024 -0.557
H 2.980 -4.158 5.459
H 4.207 -5.477 4.769
H 2.490 -5.227 3.912
H 4.752 -4.017 2.755
H 4.679 -2.837 4.335
H 2.466 -0.604 2.756
H 4.377 -0.989 3.225
H 4.615 -2.025 1.401
H 2.909 2.056 0.870
H 6.129 0.311 -1.423
H 4.260 0.623 -1.481
H 5.011 -1.072 -0.798
H 2.469 -2.527 -1.676
C -0.340 -0.358 6.476
C 0.696 0.331 5.602
C 0.100 1.527 4.876
O 1.201 -0.598 4.646
H -1.173 -0.735 5.873
H 0.100 -1.224 6.982
H -0.737 0.326 7.232
H 1.539 0.658 6.219
H -0.718 1.217 4.216
H 0.853 2.006 4.241
H -0.284 2.268 5.584
H 0.458 -0.893 4.093
C 0.378 -0.149 -5.129
C -0.930 -0.576 -4.483
C -1.788 0.626 -4.120
O -0.652 -1.330 -3.307
H 0.970 0.469 -4.444
H 0.990 -1.024 -5.374
H 0.198 0.421 -6.046
H -1.483 -1.228 -5.168
H -1.273 1.271 -3.399
H -2.721 0.304 -3.645
H -2.032 1.219 -5.007
H -0.162 -0.759 -2.693
C -4.973 -3.048 -0.854
C -4.754 -1.562 -1.089
C -5.299 -1.129 -2.441
O -3.360 -1.274 -1.027
H -4.454 -3.645 -1.612
H -4.565 -3.348 0.117
H -6.038 -3.299 -0.880
H -5.243 -0.988 -0.295
H -4.791 -1.658 -3.256
H -5.124 -0.060 -2.602
H -6.373 -1.323 -2.515
H -2.918 -1.779 -1.729
C 5.801 0.990 -5.479
C 4.295 1.099 -5.659
C 3.846 2.551 -5.699
O 3.641 0.432 -4.583
H 6.117 1.447 -4.534
H 6.108 -0.061 -5.439
H 6.334 1.480 -6.300
H 3.998 0.596 -6.586
H 4.093 3.064 -4.763
H 2.759 2.615 -5.817
H 4.320 3.088 -6.527
H 3.899 0.872 -3.756
C 3.624 3.491 6.195
C 2.467 4.441 6.462
C 2.905 5.619 7.318
O 1.422 3.737 7.128
H 4.015 3.077 7.131
H 3.291 2.641 5.588
H 4.438 3.998 5.669
H 2.063 4.806 5.512
H 3.271 5.281 8.293
H 2.060 6.288 7.512
H 3.698 6.191 6.826
H 1.772 3.409 7.973
C -9.852 -1.401 -2.978
C -9.132 -0.678 -4.105
C -10.050 -0.454 -5.296
O -8.005 -1.448 -4.516
H -10.198 -2.388 -3.304
H -9.176 -1.566 -2.133
H -10.715 -0.826 -2.629
H -8.756 0.286 -3.744
H -10.403 -1.407 -5.704
H -9.514 0.056 -6.104
H -10.919 0.150 -5.016
H -8.329 -2.305 -4.839
*
```

Its highest occupied orbital energy is -3.2465 eV. As for the molar mass: 581.92 g/mol. The largest force on an atom comes out at 0.0785 Eh/bohr. The value obtained for the LUMO energy is 2.02 eV.

Here are the Mulliken charges for atoms 1 to 8, given in e: C -0.89; C -0.33; O -0.35; P 0.41; B 0.65; O -0.35; O -0.58; C -0.22

Below is 4 unconnected molecules or ions with the total composition C21H61BrFN9O7P4 at a distorted geometry, with properties calculated with ωB97M-V/def2-TZVPD.

Structure (ORCA input):
```
! wB97M-V def2-TZVPD RIJCOSX def2/J DEFGRID3
* xyz 0 1
C 5.882 -1.404 -4.270
C 4.941 -1.696 -5.621
C 3.573 -2.420 -5.044
Br 3.791 -4.408 -5.044
O 2.348 -2.088 -5.787
P 1.118 -1.553 -4.659
O -0.322 -1.539 -5.354
O 0.980 -2.525 -3.221
O 1.496 0.133 -4.290
F 1.510 0.699 -5.501
H 5.717 -0.313 -3.841
H 5.555 -2.179 -3.434
H 7.007 -1.570 -4.546
H 5.584 -2.373 -6.328
H 4.725 -0.672 -6.190
H 3.431 -1.989 -3.940
H 0.387 -3.323 -3.346
O 2.682 1.910 -0.146
P 1.496 0.946 0.096
N 0.359 2.227 -0.129
C -0.928 2.421 0.532
C 0.276 2.722 -1.510
N 1.848 0.854 1.794
C 0.951 1.294 2.851
C 3.222 1.168 2.215
N 0.131 -0.164 0.374
C 0.550 -1.456 0.979
C -0.537 -0.563 -0.885
H -1.693 1.714 0.204
H -1.318 3.426 0.327
H -0.867 2.380 1.614
H -0.213 2.004 -2.170
H 1.276 2.919 -1.922
H -0.271 3.669 -1.577
H 0.877 2.385 2.892
H 1.302 0.950 3.833
H -0.045 0.854 2.755
H 3.397 2.251 2.228
H 3.955 0.697 1.552
H 3.433 0.781 3.219
H 1.314 -1.948 0.367
H -0.306 -2.134 1.084
H 0.947 -1.348 1.992
H 0.187 -0.945 -1.613
H -1.081 0.261 -1.346
H -1.294 -1.337 -0.707
O -6.501 -0.630 -5.107
P -5.348 0.230 -5.679
N -5.403 1.281 -4.310
C -5.150 2.718 -4.262
C -4.940 0.664 -3.059
N -6.386 0.906 -6.897
C -6.720 2.318 -7.011
C -7.583 0.134 -7.267
N -4.022 1.219 -6.337
C -3.757 0.949 -7.775
C -2.727 0.935 -5.680
H -4.097 2.976 -4.391
H -5.460 3.131 -3.294
H -5.730 3.282 -4.984
H -3.860 0.512 -3.057
H -5.410 -0.317 -2.902
H -5.198 1.267 -2.182
H -7.392 2.641 -6.211
H -7.218 2.527 -7.966
H -5.828 2.950 -7.030
H -8.375 0.243 -6.517
H -7.346 -0.929 -7.382
H -7.986 0.457 -8.233
H -3.552 -0.114 -7.945
H -2.900 1.533 -8.132
H -4.585 1.241 -8.427
H -2.507 -0.139 -5.686
H -2.700 1.282 -4.648
H -1.903 1.462 -6.177
O 2.544 0.585 6.342
P 2.109 -0.623 7.209
N 2.615 0.182 8.651
C 3.193 -0.402 9.858
C 1.784 1.336 9.019
N 3.448 -1.575 6.647
C 4.513 -2.091 7.495
C 4.048 -1.200 5.357
N 1.610 -2.011 8.205
C 1.366 -3.240 7.405
C 0.321 -1.776 8.895
H 2.472 -0.967 10.452
H 3.594 0.384 10.511
H 4.047 -1.040 9.662
H 0.802 1.030 9.385
H 1.620 1.999 8.158
H 2.254 1.954 9.792
H 5.180 -1.294 7.837
H 5.124 -2.825 6.955
H 4.122 -2.647 8.351
H 4.702 -0.325 5.462
H 3.277 -0.979 4.612
H 4.645 -2.018 4.938
H 0.624 -3.057 6.619
H 1.006 -4.057 8.042
H 2.270 -3.631 6.931
H -0.452 -1.453 8.189
H 0.401 -1.025 9.680
H -0.029 -2.682 9.405
*
```

Its highest occupied orbital energy is -7.9886 eV. As for the molar mass: 774.57 g/mol. The largest force on an atom comes out at 0.1835 Eh/bohr. The value obtained for the LUMO energy is -1.26 eV.

Here are the Mulliken charges for atoms 1 to 8, given in e: C -0.85; C -0.29; C -0.17; Br -0.13; O -0.31; P 1.00; O -0.60; O -0.47